Entry 1:
ORCA calculation (wB97M-V/def2-TZVPD) on 2 unconnected molecules or ions with the total composition C4H7NO at a distorted geometry.

Frontier orbital gap, eV: 10.31

Each line ends with the Mulliken charge.
Element x y z (Å)
O (-0.547, -2.132, 0.517)  -0.1901
N (0.329, 2.267, 1.020)  -0.4322
C (-0.870, 2.518, 1.191)  -0.2694
C (-1.045, -1.013, 0.236)  -0.2576
C (0.392, -1.218, -0.149)  0.2578
C (0.588, -1.722, -1.646)  -1.0525
H (0.958, 2.067, 1.677)  0.2204
H (0.372, -2.745, -1.694)  0.3219
H (1.566, -1.497, -2.037)  0.2931
H (-1.452, 2.787, 0.327)  0.2559
H (-1.283, 2.563, 2.216)  0.2322
H (-0.188, -1.013, -2.141)  0.2614
H (1.179, -0.862, 0.484)  0.3592

---

Entry 2:
ORCA calculation (wB97M-V/def2-TZVPD) on a molecular structure, C4H7NO.

Frontier orbital gap, eV: 9.46

Each line ends with the Mulliken charge.
Element x y z (Å)
O (2.169, -0.058, 0.836)  -0.5729
N (-1.165, 0.079, 0.964)  -0.5320
C (-0.356, 0.917, 0.038)  -0.5842
C (0.810, 0.210, -0.502)  -0.1204
C (0.041, -1.088, -0.711)  -0.7525
C (-1.198, -0.241, -0.450)  0.0642
H (0.190, -1.866, 0.042)  0.2687
H (-1.995, 0.631, 1.184)  0.2560
H (0.161, -1.493, -1.720)  0.2662
H (-2.105, -0.170, -1.042)  0.4133
H (-0.548, 1.985, -0.021)  0.4096
H (1.881, 0.603, 1.484)  0.3214
H (2.100, 0.424, -0.167)  0.5625

---

Entry 3:
ORCA calculation (wB97M-V/def2-TZVPD) on a single C4H7NO molecule.

SMILES: C1N[C@H]1[C@H]1CO1
Frontier orbital gap, eV: 10.75

Each line ends with the Mulliken charge.
Element x y z (Å)
O (1.029, -0.904, 0.904)  -0.4207
N (-1.202, 1.017, 0.308)  -0.6288
C (0.798, -0.450, -0.420)  -0.0946
C (-1.786, -0.282, -0.056)  -0.4669
C (-0.544, 0.199, -0.707)  0.0472
C (1.826, 0.178, 0.428)  -0.3976
H (1.167, -1.121, -1.202)  0.3922
H (1.624, 1.144, 0.892)  0.1939
H (2.886, -0.056, 0.287)  0.2641
H (-2.768, -0.170, -0.518)  0.2572
H (-0.728, 0.994, 1.205)  0.2778
H (-1.696, -1.149, 0.600)  0.2218
H (-0.605, 0.599, -1.722)  0.3545

---

Entry 4:
ORCA calculation (wB97M-V/def2-TZVPD) on a single C4H7NO molecule.

SMILES: C=NC/C=C/O
Frontier orbital gap, eV: 9.36

Each line ends with the Mulliken charge.
Element x y z (Å)
O (0.682, -0.214, 2.336)  -0.5121
N (-0.210, -0.476, -1.504)  -0.4187
C (0.052, 0.877, -1.073)  -0.3271
C (0.492, -0.453, 1.017)  0.0879
C (-1.179, -0.990, -0.858)  -0.7139
C (0.882, 0.490, 0.113)  -0.5888
H (0.189, -1.485, 0.860)  0.3837
H (-1.973, -0.391, -0.393)  0.3247
H (-0.855, 1.430, -0.737)  0.1925
H (-1.249, -2.073, -0.783)  0.4941
H (1.827, 0.982, 0.316)  0.4176
H (0.669, 0.750, 2.409)  0.3580
H (0.578, 1.513, -1.792)  0.3020

---

Entry 5:
ORCA calculation (wB97M-V/def2-TZVPD) on a single C4H7NO molecule at a distorted geometry.

SMILES: C[N@H+]1C=C([O-])C1
Frontier orbital gap, eV: 8.13

Each line ends with the Mulliken charge.
Element x y z (Å)
O (2.739, 0.058, 1.096)  -0.6960
N (-0.204, 0.220, -0.478)  -0.0121
C (0.606, 1.093, 0.482)  -0.9467
C (0.838, -0.851, -0.301)  -0.4609
C (1.643, 0.164, 0.577)  0.6697
C (-1.610, -0.097, -0.161)  -0.8881
H (0.417, -1.648, 0.325)  0.2015
H (-2.208, 0.809, -0.256)  0.3231
H (0.081, 0.945, -1.144)  0.4568
H (0.122, 1.892, 1.017)  0.3576
H (-1.650, -0.439, 0.883)  0.3633
H (-2.021, -0.874, -0.815)  0.3454
H (1.247, -1.272, -1.224)  0.2864

---

Entry 6:
ORCA calculation (wB97M-V/def2-TZVPD) on a molecular structure, C4H7NO at a distorted geometry.

Frontier orbital gap, eV: 11.19

Each line ends with the Mulliken charge.
Element x y z (Å)
O (-0.661, -2.413, 2.345)  -0.1853
N (0.855, -0.582, 0.434)  -0.4632
C (-0.823, -2.015, 1.296)  0.1388
C (-0.006, 0.554, -0.091)  0.7251
C (0.400, 1.964, 0.241)  -1.2560
C (0.801, -0.377, -0.839)  -0.6762
H (1.386, -0.653, -1.701)  0.3496
H (-1.080, 0.358, -0.059)  0.4067
H (-0.025, 2.668, -0.485)  0.3175
H (-1.109, -1.792, -1.673)  0.1300
H (-1.267, -2.035, -0.930)  -0.1038
H (1.487, 2.072, 0.224)  0.3376
H (0.042, 2.251, 1.238)  0.2792

---

Entry 7:
ORCA calculation (wB97M-V/def2-TZVPD) on 2 unconnected molecules or ions with the total composition C4H7NO.

SMILES: CC(C)=O.C#N
Frontier orbital gap, eV: 11.14

Each line ends with the Mulliken charge.
Element x y z (Å)
O (-0.340, 1.201, -0.523)  -0.6139
N (-3.932, -0.365, 0.678)  -0.3812
C (-3.084, 0.276, 0.231)  0.1104
C (1.924, 0.753, 0.065)  -1.1112
C (0.495, 0.362, -0.236)  0.9092
C (0.165, -1.112, -0.147)  -1.0946
H (2.633, 0.124, -0.481)  0.3351
H (-2.249, 0.833, -0.175)  0.3088
H (2.112, 0.604, 1.135)  0.3076
H (0.757, -1.665, -0.883)  0.3258
H (0.433, -1.502, 0.842)  0.3022
H (2.083, 1.803, -0.182)  0.3093
H (-0.896, -1.292, -0.332)  0.2926

---

Entry 8:
ORCA calculation (wB97M-V/def2-TZVPD) on a molecular structure, C4H7NO.

Frontier orbital gap, eV: 9.41

Each line ends with the Mulliken charge.
Element x y z (Å)
O (-1.791, 0.826, 2.278)  -0.4991
N (0.018, 0.575, 2.163)  -0.4088
C (0.597, 0.278, -0.380)  -0.3097
C (0.863, -1.140, -0.853)  -1.1968
C (-0.896, 0.576, -0.136)  -0.5379
C (-0.943, 0.663, 1.340)  0.7366
H (-1.247, 1.514, -0.579)  0.2830
H (0.405, -1.865, -0.168)  0.3187
H (1.051, 1.031, -1.028)  0.3507
H (0.453, -1.305, -1.854)  0.3274
H (1.938, -1.339, -0.880)  0.3453
H (1.118, 0.403, 0.586)  0.2966
H (-1.567, -0.217, -0.490)  0.2939

---

Entry 9:
ORCA calculation (wB97M-V/def2-TZVPD) on a single C4H7NO molecule.

SMILES: C=C=NCOC
Frontier orbital gap, eV: 10.23

Each line ends with the Mulliken charge.
Element x y z (Å)
O (1.086, 1.305, 0.598)  -0.3398
N (-1.186, 0.612, 0.111)  -0.4675
C (-2.432, -1.576, 0.361)  -0.8661
C (-1.872, -0.403, 0.183)  0.6712
C (2.015, 1.092, -0.445)  -0.5753
C (0.126, 0.331, 0.757)  -0.3277
H (-0.075, 0.242, 1.827)  0.2986
H (-2.340, -2.339, -0.403)  0.2608
H (-2.936, -1.806, 1.294)  0.2521
H (2.976, 1.489, -0.104)  0.2112
H (2.142, 0.018, -0.656)  0.2944
H (0.479, -0.634, 0.365)  0.3405
H (1.717, 1.607, -1.366)  0.2476

---

Entry 10:
ORCA calculation (wB97M-V/def2-TZVPD) on a single C4H7NO molecule at a distorted geometry.

SMILES: CN1CCC1=O
Frontier orbital gap, eV: 10.02

Each line ends with the Mulliken charge.
Element x y z (Å)
O (0.785, 2.213, 0.172)  -0.6613
N (-0.372, 0.202, 0.059)  0.1397
C (0.326, -1.056, -0.021)  -0.5230
C (1.627, -0.219, 0.054)  -0.4749
C (-1.788, 0.398, -0.063)  -0.9026
C (0.700, 1.008, 0.124)  0.4383
H (-2.129, -0.157, -0.968)  0.2292
H (0.090, -1.524, -0.982)  0.2754
H (-2.033, 1.451, -0.242)  0.2927
H (2.238, -0.376, 0.940)  0.2564
H (-1.836, 0.086, 0.992)  0.4059
H (0.166, -1.790, 0.787)  0.2631
H (2.227, -0.235, -0.854)  0.2612

---

Entry 11:
ORCA calculation (wB97M-V/def2-TZVPD) on a single C4H7NO molecule.

Frontier orbital gap (alpha / beta), eV: 7.87 / 7.87

Each line ends with the Mulliken charge.
Element x y z (Å)
O (-0.040, -1.385, -0.777)  -0.3334
N (-1.452, 0.075, 0.335)  -0.2470
C (-0.389, 0.882, 0.853)  -0.7199
C (-1.246, -1.039, -0.286)  -0.0271
C (0.876, -0.296, -0.913)  -0.4582
C (0.989, 0.490, 0.402)  -0.4316
H (1.493, -0.152, 1.135)  0.2235
H (-0.673, 1.930, 0.905)  0.2643
H (1.822, -0.754, -1.211)  0.2845
H (1.636, 1.364, 0.255)  0.3284
H (-2.024, -1.778, -0.423)  0.3734
H (-1.596, 0.216, 1.431)  0.4418
H (0.532, 0.357, -1.722)  0.3011

---

Entry 12:
ORCA calculation (wB97M-V/def2-TZVPD) on a single C4H7NO molecule at a distorted geometry.

SMILES: C=C(O)/C=C/N
Frontier orbital gap, eV: 8.53

Each line ends with the Mulliken charge.
Element x y z (Å)
O (1.841, 1.349, 0.869)  -0.5039
N (-1.824, 0.165, -0.795)  -0.4638
C (0.908, 0.417, 0.550)  0.4954
C (0.991, -0.530, -0.526)  -0.9271
C (-0.310, 0.266, 1.143)  -0.5441
C (-1.062, -0.491, 0.158)  -0.1981
H (-1.486, -1.466, 0.413)  0.3783
H (-2.250, -0.415, -1.506)  0.2271
H (-0.595, 0.442, 2.174)  0.3465
H (1.084, -1.578, -0.269)  0.2525
H (-1.413, 1.002, -1.189)  0.2596
H (1.437, -0.251, -1.482)  0.3530
H (2.677, 1.093, 0.460)  0.3246

---

Entry 13:
ORCA calculation (wB97M-V/def2-TZVPD) on a single C4H7NO molecule.

Frontier orbital gap (alpha / beta), eV: 8.02 / 8.32

Each line ends with the Mulliken charge.
Element x y z (Å)
O (2.402, -0.810, -0.668)  -0.3553
N (1.869, 0.222, 0.108)  -0.4847
C (-1.650, 0.003, -0.091)  -0.3224
C (0.455, 0.019, 0.115)  0.3418
C (-0.617, 1.090, 0.358)  -0.4148
C (-0.466, -0.876, -0.425)  -0.5652
H (-0.531, 1.918, -0.354)  0.2038
H (-0.374, -1.823, -0.951)  0.4191
H (-2.330, -0.356, 0.699)  0.2283
H (-2.267, 0.318, -0.947)  0.2081
H (3.346, -0.806, -0.429)  0.3491
H (0.923, -0.378, 1.141)  0.1277
H (-0.711, 1.490, 1.375)  0.2644

---

Entry 14:
ORCA calculation (wB97M-V/def2-TZVPD) on a molecular structure, C4H7NO at a distorted geometry.

Frontier orbital gap, eV: 9.43

Each line ends with the Mulliken charge.
Element x y z (Å)
O (-1.777, -0.704, 1.025)  -0.4745
N (-1.112, -0.583, -1.803)  -0.2139
C (1.542, 0.460, -0.289)  -1.1907
C (0.402, 0.271, 0.701)  -0.4351
C (-0.871, -0.283, 0.108)  0.7951
C (-1.442, 0.458, -1.065)  -0.5180
H (1.253, 1.136, -1.106)  0.3288
H (0.704, -0.385, 1.531)  0.3302
H (1.843, -0.497, -0.741)  0.3268
H (2.420, 0.886, 0.211)  0.3569
H (0.122, 1.242, 1.144)  0.2830
H (-0.436, -1.379, -0.529)  0.0149
H (-2.715, -0.515, 0.695)  0.3964

---

Entry 15:
ORCA calculation (wB97M-V/def2-TZVPD) on a single C4H7NO molecule.

Frontier orbital gap, eV: 9.09

Each line ends with the Mulliken charge.
Element x y z (Å)
O (-0.700, -1.679, -0.614)  -0.5386
N (0.525, -0.250, -1.885)  -0.1013
C (1.014, 0.905, -2.310)  -0.3085
C (-0.464, -0.231, 1.810)  -1.2608
C (-0.094, 0.390, 0.469)  -0.4280
C (-0.145, -0.608, -0.663)  0.5453
H (0.191, -1.074, 2.047)  0.3201
H (0.853, 1.625, -1.480)  0.1971
H (-0.781, 1.210, 0.220)  0.3354
H (0.906, 0.834, 0.513)  0.3419
H (-1.494, -0.597, 1.816)  0.3103
H (-0.355, 0.517, 2.601)  0.3563
H (0.545, -1.045, -2.523)  0.2308

---

Entry 16:
ORCA calculation (wB97M-V/def2-TZVPD) on a single C4H7NO molecule at a distorted geometry.

SMILES: O=CCN1CC1
Frontier orbital gap, eV: 10.74

Each line ends with the Mulliken charge.
Element x y z (Å)
O (-0.342, 0.311, 2.992)  -0.4802
N (0.492, 0.170, -0.386)  -0.2990
C (-0.401, 0.642, 0.623)  -0.3522
C (0.259, 0.500, 1.964)  -0.0116
C (-0.146, -0.045, -1.682)  -0.6321
C (0.431, -1.168, -0.902)  -0.2899
H (0.456, 0.670, -2.205)  0.3799
H (-1.381, 0.145, 0.607)  0.3126
H (1.368, 0.571, 1.918)  0.3554
H (-0.564, 1.713, 0.412)  0.2921
H (-1.241, -0.045, -1.752)  0.2439
H (-0.291, -1.812, -0.399)  0.2477
H (1.359, -1.652, -1.192)  0.2332

---

Entry 17:
ORCA calculation (wB97M-V/def2-TZVPD) on 2 unconnected molecules or ions with the total composition C4H7NO at a distorted geometry.

SMILES: N#CC1CC1.O
Frontier orbital gap, eV: 10.71

Each line ends with the Mulliken charge.
Element x y z (Å)
O (-1.333, -1.187, 1.422)  -0.6928
N (2.930, 0.631, 0.335)  -0.4550
C (-0.290, 0.839, -1.072)  -0.3852
C (0.328, 0.729, 0.286)  -0.5484
C (-0.252, -0.572, -0.712)  -0.6669
C (1.773, 0.710, 0.346)  0.2968
H (0.294, 1.204, -1.893)  0.2977
H (-0.105, 1.365, 1.083)  0.5640
H (-1.301, 1.232, -0.980)  0.2370
H (-0.892, -2.039, 1.480)  0.3361
H (-0.594, -0.559, 1.384)  0.3919
H (-1.178, -1.160, -0.798)  0.2753
H (0.620, -1.193, -0.881)  0.3494

---

Entry 18:
ORCA calculation (wB97M-V/def2-TZVPD) on 2 unconnected molecules or ions with the total composition C4H7NO at a distorted geometry.

Frontier orbital gap (alpha / beta), eV: 7.49 / 8.62

Each line ends with the Mulliken charge.
Element x y z (Å)
O (-2.371, -0.898, 0.264)  -0.5501
N (-1.181, -0.954, -0.207)  0.3530
C (-1.098, -1.359, -1.630)  -0.7777
C (-0.108, -0.786, 0.458)  0.4076
C (1.345, 2.209, 1.109)  -0.9021
C (0.835, -0.244, 1.034)  -0.6954
H (1.631, 2.165, 2.138)  0.3331
H (-0.189, -0.918, -1.949)  0.3288
H (0.368, 2.159, 0.686)  0.3578
H (-1.239, -2.439, -1.825)  0.2539
H (-1.982, -0.833, -1.952)  0.3004
H (2.256, 2.463, 0.387)  0.2284
H (1.734, -0.565, 1.486)  0.3623

---

Summary of ΔE to the lowest compared entry with this formula, charge and spin in kcal/mol
132.8, 143.9, 69.6, 87.6, 89.5, 98.6, 29.3, 95.1, 68.4, 43.3, 104.0, 85.1, 152.6, 120.0, 61.0, 68.5, 78.1, 187.3
(order as listed above)